ORCA calculation (ωB97M-V/def2-TZVPD) on a 3-piece molecular cluster, C25H46BrN4O3 overall.

```
! RIJCOSX wB97M-V def2-TZVPD def2/J DEFGRID3
* xyz 1 3
C 0.839 -1.178 3.723
C -0.241 -0.032 3.561
O -0.952 0.101 4.817
C -1.995 1.048 4.683
C -3.275 0.400 4.018
C -3.272 -1.086 3.775
C -4.479 -1.611 3.112
C -5.551 -0.627 2.807
Br -7.185 -1.173 1.949
N -5.335 0.666 3.157
N -4.284 1.222 3.711
H 1.334 -1.404 2.737
H 0.402 -2.108 4.176
H 1.646 -0.746 4.376
H -0.941 -0.350 2.727
H 0.318 0.903 3.270
H -2.234 1.618 5.613
H -1.638 1.820 3.931
H -2.421 -1.737 4.066
H -4.561 -2.690 2.862
H -6.120 1.301 2.953
C 0.136 2.620 -1.992
C 0.218 2.879 -0.465
C 0.039 4.381 -0.174
C 1.266 5.225 -0.505
C 2.517 4.644 0.146
C 2.731 3.160 -0.186
N 1.507 2.337 0.059
O 1.380 2.178 1.370
C 3.180 3.025 -1.659
C 3.944 2.642 0.610
C -1.009 2.141 0.109
H 0.718 1.741 -2.279
H -0.889 2.422 -2.314
H 0.474 3.469 -2.585
H -0.196 4.525 0.887
H -0.821 4.767 -0.730
H 1.399 5.302 -1.588
H 1.110 6.246 -0.147
H 3.388 5.227 -0.164
H 2.438 4.775 1.232
H 3.259 1.975 -1.951
H 4.162 3.479 -1.803
H 2.521 3.525 -2.366
H 3.827 2.779 1.687
H 4.848 3.183 0.326
H 4.118 1.581 0.415
H -0.935 1.061 -0.058
H -1.924 2.491 -0.372
H -1.140 2.316 1.180
C 0.167 -2.407 -0.147
C 0.824 -2.117 -1.522
C -0.180 -1.399 -2.444
C -1.258 -2.315 -3.017
C -0.634 -3.546 -3.668
C 0.325 -4.297 -2.733
N 1.333 -3.393 -2.104
O 2.236 -3.087 -3.027
C -0.491 -5.029 -1.643
C 0.988 -5.444 -3.519
C 1.956 -1.124 -1.197
H 0.603 -3.290 0.325
H 0.320 -1.582 0.554
H -0.914 -2.546 -0.213
H 0.355 -0.939 -3.282
H -0.659 -0.576 -1.903
H -1.965 -2.612 -2.236
H -1.842 -1.766 -3.760
H -1.430 -4.216 -4.007
H -0.102 -3.230 -4.572
H 0.167 -5.504 -0.912
H -1.107 -5.814 -2.087
H -1.185 -4.383 -1.108
H 1.517 -5.092 -4.406
H 0.236 -6.154 -3.869
H 1.695 -5.993 -2.892
H 2.710 -1.580 -0.549
H 1.560 -0.247 -0.677
H 2.454 -0.747 -2.092
*
```

E_tot   -3998.47323 a.u.
E_HOMO (alpha / beta)   -10.4785 / -11.1640 eV
LUMO energy (alpha / beta)   -5.15 / -5.15 eV
Energy above the lowest of the compared OMol25 structures with the same formula, charge and spin   0.0 kcal per mole
Orbital gap (alpha / beta)   5.328 / 6.013 eV
⟨S²⟩   2.009